[1]
{"formula": "C29H29BF4N4PRuSTe4", "method": "wB97M-V/def2-TZVPD", "s_squared": 8.8036, "charge": -2, "spin_multiplicity": 6, "homo_lumo_gap_ev": [4.7, 5.2], "symbols": ["Ru", "Te", "Te", "Te", "Te", "C", "C", "C", "C", "C", "C", "C", "P", "C", "C", "C", "C", "C", "C", "C", "C", "C", "C", "C", "C", "C", "C", "H", "H", "H", "H", "H", "H", "H", "H", "H", "H", "H", "H", "H", "H", "H", "H", "H", "H", "H", "H", "F", "B", "F", "F", "F", "S", "C", "C", "C", "C", "C", "C", "H", "H", "H", "H", "H", "N", "C", "N", "N", "C", "N", "H", "H", "H", "H"], "positions_angstrom": [[-1.32580, -0.05565, -0.65331], [-3.15562, -0.16278, 1.29968], [-2.02228, -0.56817, 3.66128], [-6.29058, 1.42265, 6.67760], [-4.87903, 0.58526, 4.58652], [3.76029, -1.31982, 0.03964], [3.46703, -0.58940, 1.32522], [4.54266, -0.24063, 2.13665], [4.36582, 0.40810, 3.35143], [3.08917, 0.71044, 3.78801], [2.00565, 0.37399, 2.99161], [2.17215, -0.25980, 1.76198], [0.60884, -0.56031, 0.82460], [1.14434, -0.16748, -0.92472], [1.02645, -1.15192, -1.92665], [1.11568, -0.85975, -3.27441], [1.33154, 0.45376, -3.67105], [1.50816, 1.42823, -2.71052], [1.44356, 1.14613, -1.34352], [1.83145, 2.24483, -0.39744], [0.50483, -2.38768, 0.88120], [1.29387, -3.16431, 1.73181], [1.07105, -4.52479, 1.85964], [0.04804, -5.12184, 1.13214], [-0.74032, -4.35163, 0.29476], [-0.54029, -2.97503, 0.15887], [-1.42555, -2.15847, -0.74540], [4.70694, -1.85608, 0.13024], [3.84094, -0.62871, -0.80294], [2.98437, -2.04125, -0.20694], [5.54506, -0.49202, 1.80418], [5.22895, 0.68129, 3.94723], [2.92293, 1.23752, 4.71777], [1.00775, 0.64609, 3.31249], [0.91268, -2.18344, -1.62719], [0.99747, -1.64839, -4.00721], [1.35501, 0.70999, -4.72272], [1.70257, 2.45378, -3.00579], [1.22064, 3.13377, -0.55956], [2.87691, 2.50836, -0.58185], [1.73440, 1.97841, 0.64611], [2.07723, -2.69468, 2.31380], [1.68302, -5.11271, 2.53326], [-0.14100, -6.18508, 1.22889], [-1.54972, -4.81118, -0.26287], [-2.46031, -2.48474, -0.60605], [-1.19832, -2.43133, -1.78658], [0.32487, 2.67360, 2.07197], [0.97106, 3.59155, 2.96817], [0.46024, 4.87586, 2.74274], [0.70098, 3.17725, 4.28327], [2.34884, 3.56629, 2.71867], [-3.40948, -0.11733, -1.99922], [-2.68421, -0.40084, -3.58355], [-2.05364, 0.64207, -4.27386], [-1.48830, 0.43343, -5.52112], [-1.52278, -0.82384, -6.11394], [-2.14078, -1.86866, -5.43869], [-2.71774, -1.66002, -4.19365], [-2.00925, 1.61591, -3.80125], [-1.00545, 1.25970, -6.03173], [-1.07167, -0.98707, -7.08570], [-2.17466, -2.85686, -5.88462], [-3.19875, -2.47506, -3.66735], [-4.48896, 3.53465, 2.42269], [-3.27459, 3.32523, 1.84644], [-2.26874, 2.92786, 2.62185], [-3.16353, 3.60344, 0.55118], [-2.25972, 2.90180, -0.07807], [-1.56160, 2.21146, -0.69092], [-4.67136, 3.08932, 3.30753], [-5.25199, 3.55461, 1.76891], [-2.43924, 2.51471, 3.52513], [-1.34822, 2.75742, 2.21522]]}


[2]
{"formula": "C29H29Br5N2O2ReSb2", "method": "wB97M-V/def2-TZVPD", "s_squared": 3.7901, "charge": 0, "spin_multiplicity": 4, "homo_lumo_gap_ev": [6.0, 6.1], "symbols": ["Re", "C", "Sb", "C", "C", "C", "C", "C", "C", "C", "C", "C", "Sb", "C", "C", "H", "H", "H", "H", "H", "H", "H", "H", "H", "H", "H", "H", "H", "H", "H", "H", "H", "H", "H", "H", "Br", "C", "C", "Br", "C", "Br", "C", "O", "C", "O", "C", "Br", "Br", "C", "C", "C", "C", "N", "C", "H", "H", "H", "H", "N", "C", "C", "C", "C", "C", "C", "H", "H", "H", "H", "H"], "positions_angstrom": [[0.08681, 0.00194, -1.00010], [2.69459, 0.83589, 2.56555], [0.91842, 0.27596, 1.52840], [0.57448, -1.56870, 2.52202], [-0.43760, 1.63751, 2.54026], [-1.38013, 0.89908, 3.44563], [-0.95477, 0.54316, 4.72570], [-1.74582, -0.21484, 5.57358], [-2.99787, -0.63163, 5.14491], [-3.44506, -0.25959, 3.88750], [-2.66224, 0.50876, 3.02453], [-3.23853, 0.91659, 1.69360], [-2.41907, -0.08372, -0.03046], [-3.90639, 0.48761, -1.43091], [-3.11090, -2.03758, 0.42202], [2.51660, 0.60523, 3.61712], [2.86972, 1.90338, 2.43453], [3.56204, 0.27936, 2.21108], [0.54528, -1.42482, 3.60005], [1.38271, -2.24770, 2.24981], [-0.35688, -2.00506, 2.16648], [-0.93800, 2.19372, 1.75166], [0.19977, 2.32617, 3.09482], [0.02574, 0.87293, 5.05764], [-1.38777, -0.47942, 6.56049], [-3.62869, -1.23102, 5.78941], [-4.43627, -0.55989, 3.56413], [-3.13976, 1.98990, 1.51698], [-4.29955, 0.66924, 1.65346], [-4.88740, 0.25756, -1.01786], [-3.74209, -0.06678, -2.35380], [-3.82348, 1.55296, -1.63710], [-4.17906, -1.97487, 0.63087], [-2.58555, -2.43755, 1.28671], [-2.93447, -2.68860, -0.43337], [-0.92666, -6.70690, -2.95005], [-0.89576, -4.82264, -2.90955], [-1.32600, -4.07816, -4.00176], [-1.96565, -4.92772, -5.55931], [-1.28195, -2.68045, -3.93995], [-1.84934, -1.58415, -5.36673], [-0.81274, -2.02943, -2.81383], [-0.74376, -0.68472, -2.72884], [-0.39153, -2.77633, -1.70151], [0.00825, -2.09946, -0.63045], [-0.43295, -4.16287, -1.76578], [0.16128, -5.07837, -0.22379], [3.84880, 1.16356, -5.20950], [3.49828, 0.19071, -3.63917], [4.46182, -0.62701, -3.08169], [4.13628, -1.33096, -1.93328], [2.88163, -1.17503, -1.38019], [1.97184, -0.34715, -1.90831], [2.26129, 0.31364, -3.03578], [5.43833, -0.71436, -3.53872], [4.84270, -2.00909, -1.47477], [2.56446, -1.74056, -0.51339], [1.48526, 0.95002, -3.43603], [0.30403, 1.86598, -1.32198], [1.16384, 2.90579, -1.18656], [2.46637, 2.76926, -0.64709], [3.31269, 3.86100, -0.51297], [2.90459, 5.13096, -0.90233], [1.62692, 5.28803, -1.44125], [0.77859, 4.20834, -1.58517], [2.81477, 1.78316, -0.35291], [4.30625, 3.71680, -0.10195], [3.56738, 5.97990, -0.79700], [1.29240, 6.27131, -1.75254], [-0.21054, 4.33173, -2.01123]]}


[3]
{"formula": "C29H29CeF3N6O3S5", "method": "wB97M-V/def2-TZVPD", "s_squared": 0.7507, "charge": 1, "spin_multiplicity": 2, "homo_lumo_gap_ev": [6.9, 6.9], "symbols": ["Ce", "C", "C", "S", "C", "C", "S", "C", "C", "S", "H", "H", "H", "H", "H", "H", "H", "H", "H", "H", "H", "H", "N", "C", "C", "C", "C", "C", "C", "S", "N", "C", "C", "C", "C", "C", "C", "N", "H", "H", "H", "H", "H", "H", "H", "H", "H", "N", "C", "C", "C", "C", "C", "C", "C", "H", "H", "H", "H", "N", "C", "C", "N", "C", "H", "H", "H", "H", "F", "C", "F", "F", "S", "O", "O", "O"], "positions_angstrom": [[-0.54197, 0.03478, -0.44784], [-5.06138, 1.25212, -0.81105], [-4.12725, 2.24857, -0.11992], [-2.86524, 1.62203, 0.99176], [-3.76170, 0.68822, 2.22759], [-4.31246, -0.68747, 1.86042], [-3.14495, -1.73586, 0.97703], [-4.22716, -2.50657, -0.22456], [-5.01216, -1.57782, -1.17989], [-4.21194, -0.06014, -1.71198], [-5.68166, 1.81758, -1.50731], [-5.74373, 0.81500, -0.08316], [-4.73740, 2.97061, 0.42744], [-3.56685, 2.82742, -0.85790], [-4.58557, 1.30273, 2.60082], [-3.06363, 0.59715, 3.06195], [-5.20457, -0.59400, 1.24643], [-4.62279, -1.18355, 2.78109], [-4.94090, -3.15039, 0.29300], [-3.58794, -3.17731, -0.80051], [-5.98620, -1.33692, -0.75110], [-5.23773, -2.15022, -2.08049], [4.05643, -1.46683, -0.04567], [4.99386, -0.40368, -0.13887], [6.29370, -0.66018, -0.53078], [7.20280, 0.38671, -0.61577], [6.79444, 1.67940, -0.32878], [5.47971, 1.92651, 0.04263], [4.57537, 0.87897, 0.15840], [2.94261, 1.23301, 0.67970], [2.07485, -0.21570, 0.26930], [2.70950, -1.29870, 0.00301], [1.89469, -2.56366, -0.19742], [2.45497, -3.77981, -0.54881], [1.64892, -4.91099, -0.57756], [0.31425, -4.79019, -0.24825], [-0.16892, -3.52532, 0.05050], [0.59137, -2.43278, 0.06825], [4.40823, -2.38246, -0.25108], [6.59802, -1.67348, -0.76707], [8.22233, 0.18568, -0.91447], [7.49546, 2.49935, -0.40240], [5.16006, 2.94150, 0.24891], [3.49643, -3.88361, -0.81438], [2.07376, -5.86790, -0.84998], [-0.35414, -5.63961, -0.23447], [-1.21765, -3.39114, 0.28576], [2.25571, 7.39958, -0.91081], [1.78433, 6.35804, -0.79243], [1.19490, 5.04386, -0.64621], [0.43515, 4.75414, 0.48270], [-0.11140, 3.48580, 0.62816], [0.08278, 2.46592, -0.31397], [0.83023, 2.82094, -1.44295], [1.38730, 4.07949, -1.62743], [0.27968, 5.52285, 1.22883], [-0.71458, 3.32613, 1.51434], [1.04229, 2.09828, -2.22831], [1.96815, 4.31341, -2.50986], [0.25159, -0.97446, 4.26587], [0.13688, 0.39757, 4.25302], [-0.29509, 0.70441, 3.00298], [-0.43702, -0.44618, 2.25073], [-0.09848, -1.43276, 3.04802], [0.54860, -1.54467, 5.03912], [0.38013, 0.99888, 5.11083], [-0.48345, 1.68055, 2.59059], [-0.09274, -2.47899, 2.79026], [-2.07171, -2.05252, -4.21672], [-1.11455, -1.96462, -3.31564], [-0.23623, -2.93960, -3.47582], [-1.68977, -2.10338, -2.08327], [-0.29597, -0.32972, -3.31715], [-1.29082, 0.50603, -2.59985], [0.05800, 0.02902, -4.63616], [0.78022, -0.57906, -2.32138]]}


Record order is preserved below.
Relative energy (zero: lowest compared OMol25 entry of this formula, charge and spin): 113.2, 0.0, 51.3 kJ/mol